ORCA calculation (ωB97M-V/def2-TZVPD) on a structure of composition C31H52AsBrNOPRuSeSi4 at a distorted geometry.

Element x y z (Å)
H -2.8757 -0.5185 -2.2576
H -2.0766 4.6396 0.0882
H 0.0561 -3.1512 -3.9130
H -2.3376 -1.1166 -3.8466
C -2.5513 2.1256 -2.9398
H -2.0992 3.3897 3.7796
N -0.1897 -0.9121 2.3709
H -7.2629 -0.7015 1.7028
H -2.7084 3.0046 -3.5723
H 0.7601 -3.6901 -2.3702
C 4.1540 -4.8109 -0.4909
H -2.9832 3.2935 2.2479
C 3.9390 0.2502 -1.3980
C -6.2708 -1.1433 1.8295
H 4.3667 3.6025 -1.6747
As -1.0979 1.0247 0.1721
H -3.5284 3.7264 -0.3243
H -4.4022 1.4764 1.2829
H -6.3810 -2.2252 1.9170
C 0.1157 4.0632 1.4457
C -2.2735 2.7750 2.8919
C 2.8181 -1.3384 1.9158
H 5.2266 1.4713 -2.5971
H 0.8058 2.6160 -2.2625
H 2.6145 3.5546 0.0766
H 3.5206 -3.6970 1.2234
C 3.6427 -3.8472 -2.6250
C -6.0070 -1.1875 -1.2026
H -5.8444 -0.7769 2.7652
Si -1.5693 2.7019 -1.4545
H 4.7952 -1.0935 1.1166
H -3.5268 1.7313 -2.6640
H 5.9756 -1.4691 3.2229
C -2.3359 -1.3112 -2.7683
C 4.2024 -4.8714 -1.8755
H 1.7228 1.4027 0.8732
C -4.9238 1.1478 0.3846
H -0.1505 3.8431 -3.1029
C 4.8952 -1.5154 3.1915
H 2.5779 -2.0014 -2.5904
C 3.0473 -2.7685 -1.9890
H -5.4405 -0.8234 -2.0623
C -0.1097 -3.2315 -2.8328
C 2.0487 -1.5491 3.1083
C 4.2200 -1.2901 2.0165
H 3.6478 -3.8949 -3.7069
Ru -0.4055 -1.4090 0.3031
C 0.5834 1.8594 3.3261
Se -3.2194 -1.8541 0.5923
H 0.1664 1.0808 3.9575
C 2.4808 1.4201 0.0971
O -1.4194 -0.5839 3.0179
Si -5.1376 -0.7156 0.3938
H -6.0787 -2.2727 -1.2896
C 4.1457 -1.8364 4.3472
H 4.3418 -0.6681 -1.8022
H 0.2442 -1.5992 4.2531
H 2.2157 -2.0689 5.1950
H -2.8795 -2.2368 -2.5737
C 0.0492 3.3895 -2.1280
H -7.0149 -0.7658 -1.2484
H 0.0818 0.7561 -2.9275
H -0.9533 -3.9016 -2.6579
C 0.6613 -1.3970 3.2714
H -0.1293 4.8393 2.1770
H -2.8047 4.8131 -1.5123
C 2.9894 2.6296 -0.3424
H 0.8064 2.7398 3.9388
H 1.2031 3.9683 1.4189
H 4.5654 -5.6166 0.1038
H 4.6508 -2.0527 5.2812
C 4.4485 1.4646 -1.8438
H -2.7183 1.8307 3.2089
Br -0.1954 -3.9100 0.5674
C 2.9398 0.2113 -0.4317
H 1.5204 -0.2231 -2.7999
H -2.0396 1.3681 -3.5290
Si -0.5643 -1.5326 -2.1490
H -4.3349 1.4538 -0.4773
H 0.4782 4.1542 -1.4817
C -2.5813 4.1011 -0.7119
C 3.0212 -2.6806 -0.5978
C 3.9727 2.6569 -1.3245
H 0.4150 -0.4594 -4.1630
H -0.2148 4.4089 0.4720
H 4.6599 -5.7199 -2.3689
H 1.5212 1.4920 2.9072
H -5.8918 1.6564 0.3361
H -2.1137 -0.9942 2.4598
C 2.7841 -1.8544 4.2970
C 3.5682 -3.7258 0.1434
Si -0.6400 2.4363 2.0417
P 2.1460 -1.3057 0.2407
C 0.4696 -0.2503 -3.0897

Cartesian forces (eV/Å) of the 3 atoms listed first:
H -0.01 0.10 0.02
H -0.11 -0.02 -0.04
H -0.01 -0.02 -0.03

Summary:
2S+1: 6
Charge: -1
Kohn-Sham gap (alpha / beta), Eh: 0.19103 / 0.20500
E_HOMO (alpha / beta), eV: -2.68 / -4.84
Lowest unoccupied orbital energy (alpha / beta), hartree: 0.0927 / 0.0272

These are the Löwdin partial charges, in e, on atoms 1 to 5: H -0.03; H 0.00; H 0.03; H 0.03; C -0.22